Below is one molecule with the formula C5H8N2O at a distorted geometry, with properties calculated with ωB97M-V with the def2-TZVPD basis set.

XYZ file:
```
16
C5H8N2O, DFT ωB97M-V with the def2-TZVPD basis set
C -2.397 0.749 0.212
N -1.363 -0.277 0.047
O -1.773 -1.578 -0.336
C -0.010 -0.276 0.038
N 0.816 -1.313 0.191
C 2.202 -0.797 0.208
C 2.080 0.616 -0.205
C 0.770 1.010 -0.188
H -2.162 1.477 0.939
H -3.342 0.273 0.462
H -2.517 1.397 -0.569
H -1.017 -2.090 -0.359
H 2.887 -1.201 1.052
H 2.687 -1.268 -0.702
H 2.867 1.339 -0.313
H 0.272 1.938 -0.476
```

For the highest occupied orbital energy, the calculation gives -8.11 eV. The gap between HOMO and LUMO is 9.0059 eV. The calculation puts the maximum force at 0.0991 Eh/bohr. The LUMO energy comes out at 0.9 eV. As for the SMILES: CN(O)C1=NCC=C1. As for the charge: 0. The energy is -10338.67472 eV.